Record 1
Molecular formula: C2H4N2OS2
Method: DFT, ωB97M-V/def2-TZVPD

The geometry in XYZ format:
```
11
C2H4N2OS2 | the OMol25 dataset | ωB97M-V/def2-TZVPD
S -2.454 -0.402 2.242
S 1.877 0.731 -2.385
O 0.047 0.623 -0.444
N -0.281 0.224 0.905
N 1.566 -1.083 -0.344
C 1.181 -0.033 -1.006
C -1.517 -0.297 1.017
H 1.319 -1.160 0.637
H -0.218 1.005 1.684
H 2.666 -1.533 -0.396
H -1.879 -0.557 -0.072
```

Multiplicity: 1
Highest occupied orbital energy in eV: -8.8
Total charge: 0
ΔE to the lowest compared entry with this formula, charge and spin in eV: 3.3784
SMILES string: NC(=S)ONC=S
E_LUMO in Ha: -0.0020



Record 2
Molecular formula: C2H4N2OS2
Method: DFT, ωB97M-V/def2-TZVPD

The geometry in XYZ format:
```
11
C2H4N2OS2 | the OMol25 dataset | ωB97M-V/def2-TZVPD
S -0.974 0.618 0.266
S 0.056 1.619 3.302
O 0.831 -0.475 -1.399
N 0.619 0.412 0.851
N -1.184 -0.439 -2.133
C -0.335 -0.273 -1.164
C 0.952 0.820 2.131
H -2.362 -1.045 -1.526
H 1.292 -0.180 0.249
H 1.969 0.241 2.164
H -0.866 -1.299 -2.739
```

Multiplicity: 1
Highest occupied orbital energy in eV: -8.6
Total charge: 0
ΔE to the lowest compared entry with this formula, charge and spin in eV: 3.3470
E_LUMO in Ha: -0.0242



Record 3
Molecular formula: C2H4N2S
Method: DFT, ωB97M-V/def2-TZVPD

The geometry in XYZ format:
```
9
C2H4N2S | the OMol25 dataset | ωB97M-V/def2-TZVPD
S -0.248 1.991 -0.151
N -0.485 0.491 0.500
N -3.790 -0.333 -0.099
C -2.659 -0.186 0.137
C 0.321 -0.545 -0.159
H 1.299 -0.640 0.343
H -0.035 2.696 0.980
H 0.571 -0.289 -1.168
H -0.368 -1.462 -0.285
```

Multiplicity: 1
Highest occupied orbital energy (alpha / beta) in eV: -10.1 / -10.1
Total charge: 0
ΔE to the lowest compared entry with this formula, charge and spin in eV: 4.9496
E_LUMO (alpha / beta) in Ha: -0.0934 / -0.0933



Record 4
Molecular formula: C2H4N2S2
Method: DFT, ωB97M-V/def2-TZVPD

The geometry in XYZ format:
```
10
C2H4N2S2 | the OMol25 dataset | ωB97M-V/def2-TZVPD
S 2.680 -0.240 -0.011
S -1.424 -0.642 0.538
N 0.527 1.154 0.199
N 1.143 0.090 0.027
C -0.868 1.117 0.221
C 0.030 -1.252 -0.224
H -1.243 1.743 1.030
H -0.027 -1.320 -1.307
H -1.296 1.462 -0.728
H 0.477 -2.111 0.256
```

Multiplicity: 1
Highest occupied orbital energy in eV: -8.7
Total charge: 0
ΔE to the lowest compared entry with this formula, charge and spin in eV: 3.1250
SMILES string: [S-][N+]1=NCSC1
E_LUMO in Ha: -0.0034



Record 5
Molecular formula: C2H4N2S2
Method: DFT, ωB97M-V/def2-TZVPD

The geometry in XYZ format:
```
10
C2H4N2S2 | the OMol25 dataset | ωB97M-V/def2-TZVPD
S 2.221 -1.086 -0.032
S -2.722 -0.644 -0.247
N 0.760 0.996 -0.992
N -1.375 0.154 0.031
C 0.968 0.014 -0.182
C -0.195 -0.319 0.733
H 1.645 0.998 -1.550
H -0.412 -1.389 1.032
H -0.092 0.332 1.659
H -0.800 0.944 -0.453
```

Multiplicity: 1
Highest occupied orbital energy (alpha / beta) in eV: -8.0 / -8.1
Total charge: 0
ΔE to the lowest compared entry with this formula, charge and spin in eV: 4.0984
E_LUMO (alpha / beta) in Ha: -0.1228 / -0.1207



Record 6
Molecular formula: C2H4N2S2
Method: DFT, ωB97M-V/def2-TZVPD

The geometry in XYZ format:
```
10
C2H4N2S2 | the OMol25 dataset | ωB97M-V/def2-TZVPD
S 1.414 1.534 1.370
S 0.067 -0.713 -3.080
N 0.126 -0.304 -0.507
N 0.061 0.487 1.745
C -0.248 -0.328 0.813
C -0.619 -0.844 -1.600
H 0.788 0.263 -0.837
H -1.767 -1.120 -1.422
H -1.196 -0.985 0.896
H 1.374 2.010 2.621
```

Multiplicity: 1
Highest occupied orbital energy in eV: -8.9
Total charge: 0
ΔE to the lowest compared entry with this formula, charge and spin in eV: 2.2982
SMILES string: S=CN/C=N\S
E_LUMO in Ha: -0.0175



Record 7
Molecular formula: C2H4N2S3
Method: DFT, ωB97M-V/def2-TZVPD

The geometry in XYZ format:
```
11
C2H4N2S3 | the OMol25 dataset | ωB97M-V/def2-TZVPD
S -1.220 -0.083 1.207
S -1.676 -0.154 -1.971
S 1.877 -0.448 2.019
N 0.739 0.985 -1.925
N 0.127 -0.047 0.090
C 1.431 -0.183 0.508
C -0.225 0.282 -1.261
H -0.827 1.051 1.835
H 0.459 1.298 -2.859
H 1.218 1.650 -1.332
H 2.155 -0.190 -0.357
```

Multiplicity: 1
Highest occupied orbital energy in eV: -8.6
Total charge: 0
ΔE to the lowest compared entry with this formula, charge and spin in eV: 0.5737
SMILES string: NC(=S)N(S)C=S
E_LUMO in Ha: -0.0179



Record 8
Molecular formula: C2H4N2S3
Method: DFT, ωB97M-V/def2-TZVPD

The geometry in XYZ format:
```
11
C2H4N2S3 | the OMol25 dataset | ωB97M-V/def2-TZVPD
S -3.211 0.035 -0.148
S 1.789 2.000 -0.121
S 2.752 -1.057 -0.221
N 1.138 -0.593 -0.071
N -1.496 -0.185 0.004
C -0.761 0.831 -0.084
C 0.719 0.750 -0.088
H 0.448 -1.328 0.057
H -3.440 -1.273 -0.201
H -1.124 1.846 -0.178
H 3.184 -1.025 1.051
```

Multiplicity: 1
Highest occupied orbital energy in eV: -8.8
Total charge: 0
ΔE to the lowest compared entry with this formula, charge and spin in eV: 1.1099
SMILES string: S=C(/C=N/S)NS
E_LUMO in Ha: -0.0284



Record 9
Molecular formula: C2H4N2S3
Method: DFT, ωB97M-V/def2-TZVPD

The geometry in XYZ format:
```
11
C2H4N2S3 | the OMol25 dataset | ωB97M-V/def2-TZVPD
S 1.668 0.964 -0.445
S -2.078 -0.979 -0.726
S 2.676 -1.825 -0.072
N 0.316 -0.985 0.501
N 1.506 -0.617 -0.073
C 0.011 1.643 0.025
C -0.881 -0.228 0.412
H -0.086 1.907 0.909
H -0.336 2.371 -0.699
H -3.043 -0.313 -0.357
H 0.246 -1.939 0.525
```

Multiplicity: 1
Highest occupied orbital energy (alpha / beta) in eV: -7.8 / -7.7
Total charge: 0
ΔE to the lowest compared entry with this formula, charge and spin in eV: 6.5803
E_LUMO (alpha / beta) in Ha: -0.0337 / -0.0390



Record 10
Molecular formula: C2H4N3O
Method: DFT, ωB97M-V/def2-TZVPD

The geometry in XYZ format:
```
10
C2H4N3O | the OMol25 dataset | ωB97M-V/def2-TZVPD
O 1.885 0.893 -0.037
N 0.465 0.888 -0.056
N 0.182 -1.502 0.000
N -3.162 0.327 -0.113
C -0.169 -0.247 -0.006
C -2.086 0.025 0.076
H 2.257 1.732 0.186
H -0.519 -2.205 -0.187
H -0.036 1.692 0.311
H 1.184 -1.604 -0.173
```

Multiplicity: 1
Highest occupied orbital energy in eV: -16.4
Total charge: +1
ΔE to the lowest compared entry with this formula, charge and spin in eV: 4.1526
E_LUMO in Ha: -0.2126



Record 11
Molecular formula: C2H4N3O
Method: DFT, ωB97M-V/def2-TZVPD

The geometry in XYZ format:
```
10
C2H4N3O | the OMol25 dataset | ωB97M-V/def2-TZVPD
O -2.617 -0.324 0.480
N -2.061 0.786 0.520
N 2.001 -0.288 -0.376
N -1.215 -1.961 0.362
C -0.198 -1.487 -0.001
C 0.743 -0.623 -0.231
H -2.008 1.156 -0.376
H -2.930 -0.680 1.300
H 2.711 -1.022 -0.695
H 1.998 0.711 -0.567
```

Multiplicity: 1
Highest occupied orbital energy (alpha / beta) in eV: -13.7 / -13.7
Total charge: +1
ΔE to the lowest compared entry with this formula, charge and spin in eV: 7.0612
E_LUMO (alpha / beta) in Ha: -0.2512 / -0.2514



Record 12
Molecular formula: C2H4N3S
Method: DFT, ωB97M-V/def2-TZVPD

The geometry in XYZ format:
```
10
C2H4N3S | the OMol25 dataset | ωB97M-V/def2-TZVPD
S -1.553 0.959 0.523
N -0.317 0.419 -0.417
N 0.631 -0.229 0.055
N -0.350 0.259 -2.203
C -0.775 0.196 1.812
C 0.408 -0.347 1.408
H 0.244 1.000 -2.537
H -1.172 0.528 2.839
H 1.294 -0.841 1.827
H 0.312 -0.507 -2.161
```

Multiplicity: 1
Highest occupied orbital energy in eV: -16.0
Total charge: +1
ΔE to the lowest compared entry with this formula, charge and spin in eV: 2.2646
E_LUMO in Ha: -0.2092



Record 13
Molecular formula: C2H4N3S
Method: DFT, ωB97M-V/def2-TZVPD

The geometry in XYZ format:
```
10
C2H4N3S | the OMol25 dataset | ωB97M-V/def2-TZVPD
S -2.041 -0.315 -0.177
N 1.941 -0.131 -0.110
N -0.007 1.227 0.021
N 0.746 0.239 0.289
C -0.854 -1.240 0.269
C -1.260 1.306 0.009
H 2.496 -0.729 0.622
H -1.917 2.113 -0.106
H -1.174 -2.273 0.353
H 2.070 -0.197 -1.170
```

Multiplicity: 1
Highest occupied orbital energy in eV: -14.2
Total charge: +1
ΔE to the lowest compared entry with this formula, charge and spin in eV: 4.3132
E_LUMO in Ha: -0.2120



Record 14
Molecular formula: C2H4N4
Method: DFT, ωB97M-V/def2-TZVPD

The geometry in XYZ format:
```
10
C2H4N4 | the OMol25 dataset | ωB97M-V/def2-TZVPD
N 1.444 0.709 0.375
N 0.147 0.797 0.022
N 1.149 -1.296 -0.676
N -1.894 -0.145 -0.128
C 1.867 -0.521 0.096
C -0.531 -0.222 -0.441
H 2.803 -0.830 0.605
H -2.228 0.443 0.642
H -0.230 1.730 0.100
H -2.628 -0.694 -0.545
```

Multiplicity: 1
Highest occupied orbital energy (alpha / beta) in eV: -8.0 / -8.0
Total charge: 0
ΔE to the lowest compared entry with this formula, charge and spin in eV: 4.6964
E_LUMO (alpha / beta) in Ha: -0.0071 / -0.0071



Record 15
Molecular formula: C2H4N4
Method: DFT, ωB97M-V/def2-TZVPD

The geometry in XYZ format:
```
10
C2H4N4 | the OMol25 dataset | ωB97M-V/def2-TZVPD
N 2.473 -1.547 -0.495
N 0.271 0.713 -0.013
N -0.286 -0.265 -0.510
N 3.065 -0.625 -0.373
C -1.613 -0.514 0.063
C 0.952 1.528 0.543
H -1.600 -0.437 1.158
H -2.345 0.201 -0.332
H 1.018 2.582 0.312
H -1.918 -1.520 -0.228
```

Multiplicity: 1
Highest occupied orbital energy in eV: -8.9
Total charge: 0
ΔE to the lowest compared entry with this formula, charge and spin in eV: 2.4295
E_LUMO in Ha: 0.0406



Record 16
Molecular formula: C2H4N4
Method: DFT, ωB97M-V/def2-TZVPD

The geometry in XYZ format:
```
10
C2H4N4 | the OMol25 dataset | ωB97M-V/def2-TZVPD
N -1.319 0.536 0.098
N 2.170 0.207 0.344
N 1.957 -0.943 -0.214
N 0.630 -1.071 -0.428
C 0.061 0.075 0.038
C 0.988 0.934 0.546
H -1.040 1.437 0.568
H 0.292 -1.919 -0.855
H -1.780 0.736 -0.796
H -1.959 0.008 0.699
```

Multiplicity: 1
Highest occupied orbital energy in eV: -7.7
Total charge: 0
ΔE to the lowest compared entry with this formula, charge and spin in eV: 4.9147
E_LUMO in Ha: -0.0123



Record 17
Molecular formula: C2H4N4
Method: DFT, ωB97M-V/def2-TZVPD

The geometry in XYZ format:
```
10
C2H4N4 | the OMol25 dataset | ωB97M-V/def2-TZVPD
N -1.634 0.158 -0.147
N 1.858 0.307 0.449
N 0.381 -1.181 -0.103
N 1.685 -0.944 0.340
C 0.719 0.986 0.064
C -0.254 0.060 -0.157
H 0.499 -1.635 -1.011
H -2.058 -0.711 0.159
H -1.916 0.903 0.481
H 0.718 2.057 -0.075
```

Multiplicity: 1
Highest occupied orbital energy in eV: -8.9
Total charge: 0
ΔE to the lowest compared entry with this formula, charge and spin in eV: 1.9527
SMILES string: Nc1cnn[nH]1
E_LUMO in Ha: 0.0262



Record 18
Molecular formula: C2H4N4
Method: DFT, ωB97M-V/def2-TZVPD

The geometry in XYZ format:
```
10
C2H4N4 | the OMol25 dataset | ωB97M-V/def2-TZVPD
N -0.775 -0.320 -1.696
N 1.588 -0.010 -0.966
N -0.598 0.612 1.375
N 0.827 -0.828 0.208
C 0.498 -0.024 1.325
C 0.366 -0.311 -0.994
H -0.821 0.279 -2.508
H -0.703 1.076 2.278
H 1.239 -0.087 2.126
H -1.622 -0.386 -1.148
```

Multiplicity: 1
Highest occupied orbital energy in eV: -9.2
Total charge: 0
ΔE to the lowest compared entry with this formula, charge and spin in eV: 2.9936
SMILES string: [H]/N=C/N1N=C1N
E_LUMO in Ha: 0.0314



Record 19
Molecular formula: C2H4N4
Method: DFT, ωB97M-V/def2-TZVPD

The geometry in XYZ format:
```
10
C2H4N4 | the OMol25 dataset | ωB97M-V/def2-TZVPD
N -0.491 -1.000 1.284
N 0.612 -1.014 0.588
N -1.449 -0.522 0.749
N -1.003 0.044 -0.669
C 0.399 -0.153 -0.623
C -0.092 1.189 -0.399
H -0.240 1.950 -1.120
H 1.041 -0.364 -1.479
H -0.165 1.533 0.709
H 1.388 -1.664 0.960
```

Multiplicity: 1
Highest occupied orbital energy in eV: -9.2
Total charge: 0
ΔE to the lowest compared entry with this formula, charge and spin in eV: 4.2356
SMILES string: C1[C@H]2NN=NN12
E_LUMO in Ha: 0.0354



Record 20
Molecular formula: C2H4N4
Method: DFT, ωB97M-V/def2-TZVPD

The geometry in XYZ format:
```
10
C2H4N4 | the OMol25 dataset | ωB97M-V/def2-TZVPD
N 0.630 0.533 -0.546
N -0.660 0.162 -2.155
N -1.428 -0.374 0.129
N 0.421 -0.166 1.613
C 0.550 0.235 -1.883
C -0.215 -0.026 0.380
H -0.179 -0.020 2.411
H -1.828 -0.903 0.906
H 1.295 0.331 1.688
H 1.414 0.227 -2.543
```

Multiplicity: 1
Highest occupied orbital energy (alpha / beta) in eV: -9.4 / -9.6
Total charge: 0
ΔE to the lowest compared entry with this formula, charge and spin in eV: 4.2106
E_LUMO (alpha / beta) in Ha: -0.0711 / -0.0338